Record 1
# C41H40N6O2P2Rb

A structure of composition C41H40N6O2P2Rb (the ωB97M-V functional and the def2-TZVPD basis, the OMol25 dataset).

Results
E_tot: -75437.0905 eV
Kohn-Sham gap: 0.2367 Ha
LUMO energy: 1.95 eV
total charge: -1
energy above the lowest of the compared OMol25 structures with the same formula, charge and spin: 0.000 eV

Geometry as XYZ:
```
92
C41H40N6O2P2Rb, DFT the ωB97M-V functional and the def2-TZVPD basis
Rb 0.0560 -0.1146 -0.2638
C -0.3017 -0.2831 3.2453
N -0.9592 0.9906 3.4330
C -1.1985 1.7773 2.2393
P 0.1644 2.8694 1.5017
C 1.6575 2.1920 2.3038
C 2.6004 1.6025 1.4579
C 3.7030 0.9516 2.0072
C 3.8780 0.8979 3.3799
C 2.9521 1.5018 4.2246
C 1.8475 2.1429 3.6890
C -0.1537 4.4510 2.3570
C 0.7652 5.1463 3.1378
C 0.4263 6.3651 3.7113
C -0.8336 6.9075 3.5122
C -1.7481 6.2373 2.7098
C -1.4058 5.0286 2.1255
C -1.3133 1.4584 4.6888
C -1.2705 0.6271 5.8187
C -1.6150 1.1112 7.0704
C -2.0177 2.4256 7.2477
C -2.0631 3.2544 6.1359
C -1.7166 2.7908 4.8781
P -1.2622 -1.8501 2.7911
C -1.6996 -2.5379 4.4344
C -0.6373 -2.9565 5.2414
C -0.8620 -3.5155 6.4889
C -2.1617 -3.7007 6.9422
C -3.2242 -3.3379 6.1293
C -2.9964 -2.7655 4.8846
C -2.8068 -1.1484 2.1338
C -3.6271 -0.2622 2.8407
C -4.6869 0.3603 2.2037
C -4.9304 0.1220 0.8545
C -4.1318 -0.7608 0.1495
C -3.0791 -1.4017 0.7921
H 0.3101 -0.5296 4.1174
H 0.4369 -0.1549 2.4482
H -2.0750 2.4136 2.3777
H -1.5172 1.1088 1.4371
H 2.4582 1.6014 0.3714
H 4.4187 0.4850 1.3416
H 4.7393 0.3901 3.7975
H 3.0844 1.4680 5.2992
H 1.1214 2.6020 4.3487
H 1.7506 4.7330 3.3059
H 1.1527 6.8875 4.3216
H -1.0981 7.8540 3.9664
H -2.7275 6.6606 2.5259
H -2.1177 4.5321 1.4746
H -0.9902 -0.4081 5.7214
H -1.5759 0.4348 7.9163
H -2.2901 2.7961 8.2271
H -2.3639 4.2900 6.2403
H -1.7379 3.4772 4.0462
H 0.3827 -2.8392 4.8899
H -0.0199 -3.8132 7.1012
H -2.3420 -4.1384 7.9158
H -4.2418 -3.4944 6.4649
H -3.8381 -2.4856 4.2655
H -3.4210 -0.0415 3.8817
H -5.3100 1.0562 2.7524
H -5.7246 0.6409 0.3336
H -4.3021 -0.9025 -0.9089
H -2.4265 -2.0690 0.2385
C -0.5726 -3.6396 -4.7497
N -0.4226 -3.6442 -3.3092
C 0.2281 -4.5812 -2.5436
C 0.1858 -4.1102 -1.2649
N -0.4726 -2.9070 -1.2277
C -0.8185 -2.6621 -2.4694
H -0.8437 -4.6357 -5.0960
H 0.3512 -3.3249 -5.2345
H -1.3688 -2.9489 -5.0174
H 0.6445 -5.4732 -2.9782
H 0.5806 -4.5654 -0.3721
H -1.3572 -1.7919 -2.8192
N -0.5670 2.2286 -2.7469
C -1.7871 1.7071 -2.4350
O -1.9777 1.1643 -1.3238
C -2.8428 1.7805 -3.4111
C -2.6270 2.3225 -4.6914
N -2.4443 2.7559 -5.7505
C -4.0935 1.2285 -3.0698
N -5.1173 0.7740 -2.7749
H 0.2744 1.9160 -2.2381
H -0.4169 2.5131 -3.7014
C 2.8996 1.3528 -2.4391
O 1.8760 1.0404 -1.5816
H 3.8097 1.7244 -1.9190
H 2.6393 2.1495 -3.1676
H 3.2404 0.4928 -3.0514
```

Atomic partial charges in e from the Löwdin method, atoms 1 to 4: number 1, Rb, carries 0.9017; number 2, C, carries -0.3222; number 3, N, carries -0.1617; number 4, C, carries -0.3161

Record 2
# C41H41As2N3W

A structure of composition C41H41As2N3W (the ωB97M-V functional and the def2-TZVPD basis, the OMol25 dataset).

Results
E_tot: -171115.6369 eV
Kohn-Sham gap (spin up / spin down): 0.2469 / 0.1944 Ha
<S²>: 2.027
spin multiplicity: 3
LUMO energy (spin up / spin down): -12.49 / -13.91 eV
total charge: +4
energy above the lowest of the compared OMol25 structures with the same formula, charge and spin: 0.000 eV

Geometry as XYZ:
```
88
C41H41As2N3W, DFT the ωB97M-V functional and the def2-TZVPD basis
W 0.5661 0.2547 0.0133
C -1.4175 -1.1375 -0.6522
C -0.3496 -1.9825 -0.2718
C 0.1550 -1.9272 1.0399
C -0.3350 -0.9604 1.9386
C -1.3197 -0.0441 1.5150
C -1.8806 -0.1485 0.2241
H -1.8457 -1.2180 -1.6433
H 0.0327 -2.7159 -0.9723
H 0.9097 -2.6299 1.3640
H 0.0507 -0.9149 2.9502
H -1.6727 0.7112 2.2069
H -2.6659 0.5280 -0.0918
C 3.7387 1.9124 1.2697
C 3.9403 1.4817 -0.1774
As 3.1841 -0.2864 -0.4930
C 4.1630 -1.5372 0.5667
C 5.4312 -1.1839 1.0172
C 6.2056 -2.1283 1.6783
C 5.7243 -3.4165 1.8695
C 4.4676 -3.7747 1.3914
C 3.6853 -2.8358 0.7402
C 3.4863 -0.7200 -2.3348
C 3.2428 -2.0320 -2.7483
C 3.4489 -2.3784 -4.0769
C 3.8927 -1.4211 -4.9838
C 4.1375 -0.1179 -4.5676
C 3.9301 0.2422 -3.2416
As 2.0243 1.3377 2.0436
C 2.4902 0.3027 3.5896
C 2.8187 1.0345 4.7310
C 3.2401 0.3615 5.8692
C 3.3247 -1.0248 5.8698
C 3.0025 -1.7480 4.7272
C 2.5880 -1.0856 3.5819
C 1.0619 2.8451 2.7163
C 1.3772 4.1462 2.3382
C 0.6637 5.2058 2.8836
C -0.3666 4.9627 3.7841
C -0.6792 3.6599 4.1611
C 0.0398 2.5965 3.6350
H 3.8307 2.9912 1.3851
H 4.4785 1.4506 1.9238
H 4.9992 1.4678 -0.4422
H 3.4605 2.1680 -0.8768
H 5.8391 -0.1929 0.8609
H 7.1918 -1.8582 2.0314
H 6.3367 -4.1507 2.3760
H 4.1092 -4.7885 1.5126
H 2.7298 -3.1435 0.3281
H 2.9508 -2.7960 -2.0348
H 3.2899 -3.3991 -4.3992
H 4.0683 -1.6978 -6.0151
H 4.5103 0.6144 -5.2715
H 4.1657 1.2535 -2.9287
H 2.7425 2.1152 4.7492
H 3.4963 0.9225 6.7579
H 3.6457 -1.5443 6.7629
H 3.0803 -2.8273 4.7288
H 2.3929 -1.6559 2.6843
H 2.1818 4.3534 1.6428
H 0.9248 6.2227 2.6212
H -0.9126 5.7917 4.2150
H -1.4578 3.4788 4.8907
H -0.1522 1.5905 3.9958
N 0.7780 3.1728 -1.2578
C 0.1672 4.3638 -1.2904
C -0.8616 4.3313 -0.3669
C -0.7931 3.0728 0.2014
N 0.2011 2.3399 -0.3511
H 1.5905 2.9140 -1.7927
H 0.5019 5.1455 -1.9564
H -1.5551 5.1217 -0.1332
H -1.4072 2.6692 0.9884
N 0.6856 0.2478 -2.2244
C -0.5195 0.2762 -3.0921
C -1.4627 1.2872 -2.9932
C -2.5746 1.2452 -3.8268
C -2.7378 0.2044 -4.7330
C -1.7797 -0.7970 -4.8216
C -0.6600 -0.7628 -3.9991
H 1.2128 -0.5856 -2.5109
H 1.3175 0.9804 -2.5539
H -1.3505 2.1101 -2.3004
H -3.3130 2.0343 -3.7741
H -3.6056 0.1809 -5.3782
H -1.8950 -1.5995 -5.5378
H 0.1022 -1.5320 -4.0868
```

Atomic partial charges in e from the Löwdin method, atoms 1 to 4: number 1, W, carries 1.3233; number 2, C, carries -0.0460; number 3, C, carries -0.0856; number 4, C, carries -0.1061

Record 3
# C41H41AsF5N6OS3Ti

A structure of composition C41H41AsF5N6OS3Ti at a distorted geometry (the ωB97M-V functional and the def2-TZVPD basis, the OMol25 dataset).

Results
E_tot: -184214.8210 eV
Kohn-Sham gap: 0.2265 Ha
LUMO energy: -3.99 eV
total charge: +1
energy above the lowest of the compared OMol25 structures with the same formula, charge and spin: 0.000 eV

Geometry as XYZ:
```
99
C41H41AsF5N6OS3Ti, DFT the ωB97M-V functional and the def2-TZVPD basis
Ti 1.4840 -0.3742 -0.4251
C -1.9850 2.0768 4.2033
C -1.7212 2.5959 2.7951
N -0.2997 2.5954 2.4810
C 0.3394 1.6372 1.8032
S -0.5289 0.4680 0.8913
N 1.6634 1.6501 1.8775
N 2.2679 0.6390 1.2437
C 3.5409 0.4550 1.4553
C 4.3775 1.3907 2.2580
C 4.1075 -0.7196 0.8132
C 5.4190 -1.1453 1.0049
C 5.8555 -2.2985 0.3825
C 4.9687 -3.0236 -0.4032
C 3.6839 -2.5494 -0.5526
N 3.2626 -1.4175 0.0228
H -3.0519 2.1180 4.4232
H -1.4604 2.6810 4.9448
H -1.6511 1.0430 4.2977
H -2.0916 3.6170 2.6888
H -2.2297 1.9720 2.0622
H 0.2957 3.1928 3.0368
H 3.7351 2.0751 2.8009
H 5.0122 1.9717 1.5831
H 5.0217 0.8616 2.9597
H 6.0796 -0.5580 1.6247
H 6.8765 -2.6329 0.5068
H 5.2679 -3.9356 -0.8980
H 2.9681 -3.0876 -1.1615
S -0.2518 -1.2326 -1.7881
C -0.0972 -2.9768 -1.9462
C -0.4285 -3.5853 -3.1512
C -0.3063 -4.9600 -3.2705
C 0.1412 -5.7150 -2.1959
C 0.4458 -5.1039 -0.9879
C 0.3089 -3.7279 -0.8418
As 0.6427 -2.6787 0.7768
C -1.1403 -2.5176 1.5483
C -2.2995 -2.5556 0.7874
C -3.5244 -2.2901 1.3852
C -3.5906 -1.9956 2.7377
C -2.4300 -1.9619 3.5016
C -1.2073 -2.2170 2.9071
C 1.2908 -4.1837 1.8700
C 2.6528 -4.3915 2.0588
C 3.1071 -5.5521 2.6693
C 2.2007 -6.5082 3.0987
C 0.8388 -6.2995 2.9251
C 0.3832 -5.1424 2.3130
H -0.7716 -2.9668 -3.9696
H -0.5533 -5.4396 -4.2084
H 0.2498 -6.7869 -2.2915
H 0.7863 -5.7095 -0.1582
H -2.2522 -2.7848 -0.2698
H -4.4243 -2.3095 0.7846
H -4.5495 -1.8155 3.2060
H -2.4851 -1.7377 4.5593
H -0.2954 -2.1948 3.4953
H 3.3669 -3.6471 1.7313
H 4.1694 -5.7096 2.8042
H 2.5516 -7.4148 3.5736
H 0.1272 -7.0436 3.2577
H -0.6785 -4.9871 2.1671
F 1.6651 0.4254 -3.3265
C 2.3974 -0.0696 -2.3006
F 2.7710 -1.3258 -2.7470
C 3.6960 0.7764 -2.2679
F 3.9381 1.4772 -3.3604
F 3.6286 1.6648 -1.2382
F 4.7720 0.0082 -2.0241
C -1.0799 6.4249 -4.1121
C -2.2607 5.5295 -3.7357
C -1.9094 4.0454 -3.7823
N -0.9102 3.6989 -2.7712
C -0.7806 2.5661 -2.0922
S 0.7221 2.2787 -1.3574
N -1.8357 1.7049 -1.9914
C -3.1974 1.8668 -1.6882
O -3.9315 0.9237 -1.8612
C -3.6610 3.1428 -1.0763
C -4.9642 3.5521 -1.3524
C -5.4675 4.7024 -0.7703
C -4.6793 5.4375 0.1054
C -3.3923 5.0151 0.4056
C -2.8783 3.8702 -0.1825
H -1.4032 7.4613 -4.1956
H -0.6611 6.1262 -5.0748
H -0.2858 6.3916 -3.3631
H -3.0785 5.6959 -4.4386
H -2.6218 5.7826 -2.7385
H -1.4907 3.8055 -4.7653
H -2.7995 3.4437 -3.6414
H -0.0947 4.2931 -2.7566
H -1.6029 0.7194 -2.0379
H -5.5648 2.9525 -2.0239
H -6.4791 5.0199 -0.9849
H -5.0740 6.3338 0.5656
H -2.7856 5.5786 1.1032
H -1.8859 3.5245 0.0797
```

Atomic partial charges in e from the Löwdin method, atoms 1 to 4: number 1, Ti, carries 0.5328; number 2, C, carries -0.0661; number 3, C, carries -0.2644; number 4, N, carries 0.0139

Record 4
# C41H41BFeO2P2

A structure of composition C41H41BFeO2P2 at a distorted geometry (the ωB97M-V functional and the def2-TZVPD basis, the OMol25 dataset).

Results
E_tot: -100913.5218 eV
Kohn-Sham gap (spin up / spin down): 0.1925 / 0.2637 Ha
<S²>: 6.056
spin multiplicity: 5
LUMO energy (spin up / spin down): 0.43 / 0.15 eV
energy above the lowest of the compared OMol25 structures with the same formula, charge and spin: 0.000 eV

Geometry as XYZ:
```
88
C41H41BFeO2P2, DFT the ωB97M-V functional and the def2-TZVPD basis
Fe -0.1747 0.6623 -0.7676
C 1.4274 4.5938 -3.7051
C 0.6126 5.1878 -2.8265
C -0.5304 6.0761 -3.2211
C -1.4133 5.6106 -4.4251
C -1.4261 4.1625 -4.8240
C -0.5271 3.5230 -5.5806
C 0.7282 4.1124 -6.1390
C 1.5083 5.0011 -5.1550
C -0.6764 -1.3620 0.0187
H 2.1452 3.8296 -3.3915
H 0.8101 5.1396 -1.7479
H -0.1625 7.0953 -3.4588
H -1.1902 6.2190 -2.3477
H -2.4485 5.8625 -4.1441
H -1.1731 6.2575 -5.2814
H -2.3771 3.6610 -4.6046
H -0.7327 2.5257 -5.9670
H 0.5303 4.7044 -7.0502
H 1.3800 3.2913 -6.4715
H 2.5674 4.9549 -5.4527
H 1.1836 6.0434 -5.2966
H -0.3714 -2.3743 -0.3088
H -0.9429 -0.8615 -0.9781
H -1.6289 -1.4844 0.5638
P 0.7785 2.5942 -0.3785
P -1.5141 0.5253 -2.5074
C -0.6236 3.0780 -1.4420
C -1.3512 2.3179 -2.3520
C 0.4307 3.5257 1.1394
C 0.0541 4.8775 1.1013
C -0.2447 5.5479 2.2945
C -0.1549 4.8723 3.5195
C 0.2237 3.5244 3.5571
C 0.5266 2.8545 2.3718
C 2.4885 2.9264 -0.9046
C 3.0549 2.1561 -1.9497
C 4.4379 2.1611 -2.1606
C 5.2670 2.9718 -1.3775
C 4.7035 3.8155 -0.4142
C 3.3244 3.7991 -0.1748
C -3.2809 0.1733 -2.3047
C -3.9487 0.5851 -1.1307
C -5.2421 0.1240 -0.8733
C -5.8869 -0.6922 -1.8103
C -5.2729 -0.9922 -3.0336
C -3.9689 -0.5613 -3.2902
C -0.8204 -0.3941 -3.9013
C -0.1836 -1.6505 -3.7678
C 0.4780 -2.1958 -4.8713
C 0.5212 -1.5012 -6.0876
C -0.2079 -0.3159 -6.2387
C -0.9303 0.1976 -5.1639
H -1.0597 4.0533 -1.1618
H -2.1509 2.8334 -2.8903
H 0.0047 5.4136 0.1486
H -0.5363 6.5996 2.2652
H -0.3615 5.4040 4.4477
H 0.2952 2.9982 4.5136
H 0.8448 1.8091 2.3839
H 2.4020 1.5400 -2.5805
H 4.8704 1.5189 -2.9319
H 6.3489 2.9446 -1.5294
H 5.3491 4.4739 0.1727
H 2.8948 4.4482 0.5951
H -3.4390 1.2456 -0.4207
H -5.7418 0.4089 0.0557
H -6.8820 -1.0738 -1.5902
H -5.8040 -1.5706 -3.7908
H -3.4723 -0.7944 -4.2378
H -0.2252 -2.1927 -2.8167
H 0.9582 -3.1698 -4.7860
H 1.0959 -1.8989 -6.9219
H -0.2220 0.2071 -7.1965
H -1.6026 1.0567 -5.2791
O -0.0349 -0.5032 2.3840
B 0.4168 -0.7972 1.0146
O 1.7476 -1.4131 1.0807
C 1.8472 -1.7972 2.3757
C 2.6704 -2.7830 2.9042
C 2.4433 -3.1904 4.2191
C 1.4188 -2.6422 4.9844
C 0.5776 -1.6567 4.4639
C 0.7886 -1.2520 3.1546
H 3.4386 -3.2354 2.2854
H 3.0757 -3.9662 4.6435
H 1.2489 -2.9951 6.0003
H -0.2420 -1.2279 5.0397
```

Atomic partial charges in e from the Löwdin method, atoms 1 to 4: number 1, Fe, carries 0.3268; number 2, C, carries -0.0942; number 3, C, carries -0.1483; number 4, C, carries -0.1802